{"formula": "C4H9NO2", "method": "ωB97M-V/def2-TZVPD", "elements": ["C", "O", "C", "C", "N", "C", "O", "H", "H", "H", "H", "H", "H", "H", "H", "H"], "xyz": [[-2.419, 0.247, 0.944], [-1.273, -0.402, 0.475], [-0.655, 0.298, -0.575], [0.608, -0.457, -0.889], [1.498, -0.453, 0.262], [2.789, -0.096, 0.064], [3.230, 0.230, -1.023], [-2.179, 1.256, 1.310], [-3.177, 0.333, 0.151], [-2.810, -0.358, 1.762], [-0.395, 1.326, -0.268], [-1.312, 0.369, -1.459], [1.130, 0.031, -1.715], [0.385, -1.486, -1.194], [1.163, -0.716, 1.182], [3.417, -0.121, 0.972]], "nbo_charge": [-0.25, -0.55, -0.07, -0.26, -0.62, 0.52, -0.63, 0.17, 0.17, 0.19, 0.17, 0.17, 0.25, 0.20, 0.41, 0.12], "smiles": "COCCNC=O", "total_charge": 0, "e_above_lowest_ev": 1.352}

***

{"formula": "C5H12S2", "method": "ωB97M-V/def2-TZVPD", "elements": ["C", "C", "C", "S", "S", "C", "C", "H", "H", "H", "H", "H", "H", "H", "H", "H", "H", "H", "H"], "xyz": [[3.171, -1.817, -0.172], [2.248, -0.914, -0.999], [0.779, -1.038, -0.450], [0.433, 0.129, 0.900], [-1.543, -0.014, 1.105], [-2.298, 1.338, 0.157], [-3.236, 2.228, 0.963], [2.571, -2.239, 0.643], [4.006, -1.287, 0.284], [3.593, -2.672, -0.726], [2.192, -1.154, -2.063], [2.515, 0.132, -0.780], [0.064, -0.737, -1.229], [0.587, -2.091, -0.260], [-1.480, 1.950, -0.220], [-2.872, 1.025, -0.717], [-2.860, 2.734, 1.839], [-3.995, 1.520, 1.337], [-3.874, 2.908, 0.386]], "nbo_charge": [-0.62, -0.42, -0.53, 0.10, 0.09, -0.55, -0.62, 0.21, 0.21, 0.21, 0.22, 0.21, 0.21, 0.21, 0.22, 0.21, 0.22, 0.20, 0.22], "smiles": "CCCSSCC", "total_charge": 0, "e_above_lowest_ev": 0.421}

***

{"formula": "C7H16N2", "method": "ωB97M-V/def2-TZVPD", "elements": ["C", "C", "C", "C", "C", "C", "N", "C", "N", "H", "H", "H", "H", "H", "H", "H", "H", "H", "H", "H", "H", "H", "H", "H", "H"], "xyz": [[1.660, -0.145, -0.577], [-1.032, 0.631, 1.652], [-2.559, -1.021, 0.832], [1.750, 1.270, -0.056], [2.817, -0.484, -1.496], [-1.525, 0.501, -0.769], [-1.299, -0.309, 0.525], [0.833, -1.155, -0.230], [-0.367, -1.350, 0.355], [1.160, -2.142, -0.562], [-1.941, 1.159, 1.937], [-0.666, 0.039, 2.490], [-0.271, 1.348, 1.372], [-2.439, -1.553, 1.774], [-3.394, -0.324, 0.896], [-2.732, -1.755, 0.050], [0.988, 1.953, -0.451], [2.708, 1.694, -0.355], [1.710, 1.307, 1.035], [3.781, -0.242, -1.033], [2.750, 0.084, -2.432], [2.828, -1.541, -1.749], [-1.833, -0.200, -1.542], [-0.620, 1.004, -1.080], [-2.308, 1.233, -0.584]], "nbo_charge": [-0.22, -0.43, -0.39, -0.63, -0.60, -0.42, -0.08, 0.01, -0.58, 0.18, 0.20, 0.23, 0.23, 0.23, 0.19, 0.23, 0.18, 0.22, 0.20, 0.19, 0.19, 0.20, 0.22, 0.24, 0.20], "total_charge": 0, "e_above_lowest_ev": 4.041}

***

{"formula": "C35H53ClN2O7S2", "method": "ωB97M-V/def2-TZVPD", "elements": ["C", "C", "C", "C", "C", "C", "C", "C", "C", "S", "C", "C", "C", "C", "C", "Cl", "C", "C", "C", "C", "N", "C", "S", "C", "N", "C", "C", "C", "O", "H", "H", "H", "H", "H", "H", "H", "H", "H", "H", "H", "H", "H", "H", "H", "H", "H", "H", "H", "H", "H", "H", "H", "H", "H", "C", "O", "C", "C", "O", "C", "C", "O", "C", "H", "H", "H", "H", "H", "H", "H", "H", "H", "H", "H", "H", "H", "H", "C", "O", "C", "C", "O", "C", "C", "O", "C", "H", "H", "H", "H", "H", "H", "H", "H", "H", "H", "H", "H", "H", "H"], "xyz": [[-2.341, 4.970, -0.553], [-2.777, 3.647, -0.413], [-1.829, 2.577, -0.922], [-0.715, 2.306, 0.056], [0.574, 2.756, -0.091], [1.555, 2.500, 0.837], [1.288, 1.776, 1.974], [-0.001, 1.293, 2.095], [-0.984, 1.541, 1.171], [-0.407, 0.300, 3.515], [1.181, -0.460, 3.853], [1.217, -1.713, 4.443], [-0.083, -2.421, 4.767], [-0.008, -3.962, 4.830], [0.745, -4.607, 3.658], [0.601, -4.493, 6.454], [2.467, -2.228, 4.718], [3.626, -1.549, 4.415], [4.951, -2.187, 4.784], [3.522, -0.316, 3.817], [4.769, 0.399, 3.517], [5.218, 0.979, 4.494], [5.743, 1.637, 5.814], [2.307, 0.263, 3.522], [2.333, 1.573, 2.939], [2.169, 2.535, 4.097], [2.378, 4.008, 3.747], [3.546, 4.288, 2.777], [1.147, 4.604, 3.339], [-2.399, 5.443, -1.540], [-1.907, 5.560, 0.258], [-3.767, 3.415, -0.009], [-1.495, 2.874, -1.929], [-2.390, 1.636, -1.042], [0.834, 3.338, -0.973], [2.538, 2.900, 0.617], [-1.979, 1.142, 1.354], [-0.908, -2.151, 4.101], [-0.384, -2.083, 5.770], [-1.037, -4.324, 4.780], [1.463, -3.952, 3.163], [1.226, -5.522, 4.018], [0.037, -4.942, 2.890], [2.506, -3.195, 5.209], [5.567, -1.446, 5.306], [5.498, -2.594, 3.930], [4.753, -2.964, 5.529], [1.151, 2.389, 4.490], [2.847, 2.185, 4.883], [2.632, 4.512, 4.692], [4.259, 3.464, 2.718], [3.168, 4.596, 1.798], [4.080, 5.166, 3.163], [1.230, 4.935, 2.440], [3.939, -3.495, 0.370], [3.505, -4.265, -0.735], [3.073, -5.575, -0.412], [1.702, -5.907, -0.980], [0.611, -5.153, -0.472], [0.563, -3.761, -0.771], [0.406, -3.382, -2.232], [1.541, -3.718, -3.011], [1.256, -4.400, -4.215], [5.013, -3.634, 0.530], [3.754, -2.445, 0.140], [3.393, -3.743, 1.285], [3.068, -5.737, 0.671], [3.796, -6.274, -0.852], [1.487, -6.943, -0.701], [1.707, -5.894, -2.070], [1.411, -3.246, -0.317], [-0.322, -3.387, -0.248], [0.287, -2.292, -2.285], [-0.503, -3.842, -2.634], [0.381, -5.050, -4.121], [2.116, -5.025, -4.458], [1.098, -3.685, -5.029], [-2.616, 3.786, -6.520], [-3.750, 2.945, -6.553], [-3.505, 1.602, -6.174], [-4.466, 1.103, -5.109], [-4.388, 1.737, -3.840], [-4.768, 3.101, -3.723], [-6.224, 3.429, -4.003], [-6.574, 3.238, -5.362], [-7.761, 2.502, -5.573], [-2.109, 3.777, -7.490], [-2.958, 4.802, -6.317], [-1.913, 3.500, -5.732], [-2.474, 1.467, -5.830], [-3.643, 0.981, -7.068], [-4.210, 0.057, -4.920], [-5.493, 1.092, -5.473], [-4.100, 3.736, -4.307], [-4.579, 3.357, -2.676], [-6.379, 4.491, -3.774], [-6.866, 2.842, -3.338], [-7.913, 1.739, -4.803], [-7.676, 1.996, -6.536], [-8.625, 3.173, -5.602]], "mulliken_charge": [-0.80, -0.40, -0.97, 1.16, -0.95, -0.26, -1.14, 0.71, -0.65, -0.47, 0.79, 0.39, -1.52, 0.02, -0.87, -0.21, -0.36, 0.51, -1.66, 0.87, -0.53, 0.29, -0.34, -0.80, 0.54, -0.49, -0.11, -1.28, -0.55, 0.27, 0.26, 0.44, 0.38, 0.34, 0.35, 0.69, 0.43, 0.46, 0.45, 0.48, -0.13, 0.37, 0.40, 0.12, 0.33, 0.29, 0.39, 0.40, 0.53, 0.52, 0.28, 0.33, 0.34, 0.35, -0.59, -0.34, -0.49, -0.27, -0.49, 0.04, -0.65, -0.29, -0.83, 0.37, 0.29, 0.09, 0.31, 0.37, 0.44, 0.06, -0.07, 0.42, 0.37, 0.35, 0.40, 0.24, 0.28, -0.78, -0.30, -0.53, -0.29, -0.43, 0.17, -0.75, -0.27, -0.83, 0.28, 0.25, 0.34, 0.34, 0.38, 0.42, 0.10, 0.05, 0.19, 0.38, 0.37, 0.39, 0.24, 0.29], "smiles": "C=CCc1ccc2c(c1)Sc1c(C[C@@H](C)Cl)cc(C)c(N=C=S)c1N2C[C@@H](C)O.COCCOCCOC.COCCOCCOC", "total_charge": 0}

***

no.,Kohn-Sham gap (eV),E (eV)
1,10.666,-9878.709
2,9.679,-27049.800
3,6.890,-10495.217
4,7.159,-88652.191